[1]
This record from the Open Molecules 2025 dataset describes 2 unconnected molecules or ions with the total composition C3H4N2OS in a non-equilibrium geometry. The level of theory is ωB97M-V/def2-TZVPD.

Properties
**Total charge**: 0
**Structure (SMILES)**: O=C1NS1.CC#N
**Maximum force**: 4.03 eV Å⁻¹
**Frontier orbital gap**: 9.343 eV
**LUMO level**: 0.40 eV

Last column: Löwdin charge in e.
Positions of all 11 atoms, in Å:
O (2.32755, -1.63211, -0.40847)  0.077
C (2.22293, -0.51655, -0.00297)  -0.908
N (1.98354, 0.26751, 0.98482)  -0.194
S (2.50157, 1.17577, -0.46681)  0.808
H (1.01197, 0.39127, 1.47079)  0.074
C (-1.95545, 0.09515, -0.68001)  -0.051
C (-1.27023, -0.07631, 0.57521)  -0.240
N (-0.71154, -0.15745, 1.59229)  0.144
H (-1.94603, -0.88895, -1.28675)  0.131
H (-1.23115, 0.72848, -1.10885)  0.058
H (-2.93315, 0.61321, -0.66926)  0.102

Cartesian forces (eV/Å) of the 3 atoms listed first:
O -0.40 0.56 0.25
C 0.77 -2.49 -1.61
N -1.94 1.27 3.30

=====

[2]
This record from the Open Molecules 2025 dataset describes C3H4N2OS in the gas phase in a non-equilibrium geometry. The level of theory is ωB97M-V/def2-TZVPD.

Properties
**Total charge**: 0
**Structure (SMILES)**: [H]/N=c1\sccn1O
**Maximum force**: 3.76 eV Å⁻¹
**Frontier orbital gap**: 8.534 eV
**LUMO level**: 0.66 eV

Last column: Löwdin charge in e.
Positions of all 11 atoms, in Å:
H (-1.45156, 2.62416, 0.24461)  0.024
N (-0.62235, 2.13936, 0.00061)  0.092
C (-0.65344, 0.86562, 0.12073)  -0.621
S (-1.99564, -0.44072, 0.00743)  0.961
C (-0.74715, -1.64993, 0.13032)  -0.446
C (0.48870, -1.15575, 0.01439)  -0.163
N (0.51618, 0.21226, 0.03347)  -0.153
O (1.67811, 1.05922, 0.07674)  0.055
H (-0.86631, -2.72815, 0.01239)  0.075
H (1.34032, -1.66142, -0.09418)  0.084
H (2.31313, 0.73535, -0.54651)  0.094

Cartesian forces (eV/Å) of the 3 atoms listed first:
H -1.09 0.27 -0.08
N -0.06 -1.00 0.74
C -1.18 1.68 -1.28

=====

[3]
This record from the Open Molecules 2025 dataset describes C3H4N2OS in the gas phase in a non-equilibrium geometry. The level of theory is ωB97M-V/def2-TZVPD.

Properties
**Total charge**: 0
**Maximum force**: 3.18 eV Å⁻¹
**Frontier orbital gap**: 8.898 eV
**LUMO level**: -0.45 eV

Last column: Löwdin charge in e.
Positions of all 11 atoms, in Å:
C (0.40846, 0.36730, 0.16007)  -0.479
C (-0.96321, 0.74056, 0.70194)  -0.200
C (0.12369, -0.81040, -0.84323)  -0.147
N (-1.81532, -0.36975, 0.18249)  -0.027
N (-1.30181, -1.13985, -0.58737)  0.001
O (2.93133, 0.16831, 0.02131)  -0.590
S (1.87753, 0.90614, 0.74131)  0.940
H (-1.09300, 0.58102, 1.81781)  0.134
H (-1.09836, 1.76298, 0.21168)  0.140
H (0.22167, -0.56513, -1.90664)  0.124
H (0.70902, -1.64118, -0.49936)  0.105

Cartesian forces (eV/Å) of the 3 atoms listed first:
C 0.83 -0.30 0.60
C 1.42 -0.27 -0.13
C 0.09 1.59 1.17

=====

[4]
This record from the Open Molecules 2025 dataset describes C3H4N2OS in the gas phase in a non-equilibrium geometry. The level of theory is ωB97M-V/def2-TZVPD.

Properties
**Total charge**: 0
**Structure (SMILES)**: Cc1n[nH]c(=O)s1
**Maximum force**: 7.98 eV Å⁻¹
**Frontier orbital gap (spin up / spin down)**: 7.523 / 8.436 eV
**LUMO level (spin up / spin down)**: -0.08 / 0.15 eV

Last column: Löwdin charge in e.
Positions of all 11 atoms, in Å:
C (0.86299, -0.62983, -0.10573)  -0.178
C (-0.49683, -0.30631, -0.04862)  -0.526
N (-1.16175, 1.39686, 0.12815)  0.079
N (-2.43655, 1.19560, 0.14992)  -0.125
C (-3.11686, 0.04256, -0.02770)  -0.721
O (-4.30415, -0.11822, -0.15690)  0.013
S (-1.87016, -1.32277, -0.01314)  1.034
H (1.14172, -1.10738, 0.74059)  0.033
H (1.43873, 0.32317, -0.18086)  0.106
H (1.15406, -1.38692, -0.94524)  0.128
H (-2.82936, 2.11600, 0.09797)  0.157

Cartesian forces (eV/Å) of the 3 atoms listed first:
C 2.31 0.69 -3.53
C -5.90 5.34 0.46
N 5.18 -6.03 -0.64

=====

[5]
This record from the Open Molecules 2025 dataset describes 2 unconnected molecules or ions with the total composition C3H4N2OS in a non-equilibrium geometry. The level of theory is ωB97M-V/def2-TZVPD.

Properties
**Total charge**: 0
**Maximum force**: 3.84 eV Å⁻¹
**Frontier orbital gap**: 8.379 eV
**LUMO level**: -0.73 eV

Last column: Löwdin charge in e.
Positions of all 11 atoms, in Å:
C (-0.80458, -0.15261, -1.28390)  -0.189
C (-1.87497, -0.09103, 0.63920)  -0.214
C (0.08780, -0.40643, -0.29906)  -0.229
N (-2.07470, -0.05662, -0.68622)  0.025
N (-0.56949, -0.30937, 0.91420)  0.026
O (3.09664, 0.71161, -0.28745)  -0.604
S (2.51663, -0.80005, -0.27241)  0.745
H (-0.54832, 0.01955, -2.37752)  0.118
H (-2.77231, 0.18324, 1.30507)  0.143
H (-0.08461, -0.28740, 1.72874)  0.091
H (3.02790, 1.18909, 0.61935)  0.088

Cartesian forces (eV/Å) of the 3 atoms listed first:
C -0.23 -0.26 -0.90
C -2.06 0.66 -1.40
C 3.18 0.01 0.42

=====

[6]
This record from the Open Molecules 2025 dataset describes 2 unconnected molecules or ions with the total composition C3H4N2OS in a non-equilibrium geometry. The level of theory is ωB97M-V/def2-TZVPD.

Properties
**Total charge**: 0
**Maximum force**: 5.92 eV Å⁻¹
**Frontier orbital gap**: 8.060 eV
**LUMO level**: -0.52 eV

Last column: Löwdin charge in e.
Positions of all 11 atoms, in Å:
C (1.05187, -1.06241, -0.44614)  -0.125
C (0.01453, -1.80612, -1.01508)  -0.369
C (-0.64757, 0.19793, 0.06396)  -0.363
N (-1.27828, 2.04369, 0.99020)  0.105
N (0.65301, 0.07531, 0.19024)  -0.402
O (1.43963, 0.85232, 0.74671)  -0.077
S (-1.46573, -0.93005, -0.88080)  1.017
H (2.07347, -1.53737, -0.19221)  0.164
H (-0.15888, -2.59324, -1.74679)  0.062
H (-0.78672, 2.73554, 0.38937)  0.017
H (-0.89533, 2.02441, 1.90053)  -0.028

Cartesian forces (eV/Å) of the 3 atoms listed first:
C 1.21 -4.68 -0.49
C -0.03 1.72 -0.36
C -1.76 5.12 2.38

=====

[7]
This record from the Open Molecules 2025 dataset describes a molecular structure, C3H4N2S in a non-equilibrium geometry. The level of theory is ωB97M-V/def2-TZVPD.

Properties
**Total charge**: 0
**Maximum force**: 5.31 eV Å⁻¹
**Frontier orbital gap**: 9.170 eV
**LUMO level**: 0.28 eV

Last column: Löwdin charge in e.
Positions of all 10 atoms, in Å:
C (-0.77443, -0.44681, -0.05939)  -0.566
C (-0.07220, -0.51959, -1.31621)  -0.141
C (0.12437, -0.59034, -2.53820)  0.074
H (0.43232, 2.02906, 0.34435)  -0.064
H (-0.66109, -0.20965, 2.01687)  0.152
H (-2.06505, -1.41843, -0.73327)  0.055
H (0.11483, -1.17300, -3.74694)  0.168
N (-0.10949, 0.07787, 1.09602)  -0.493
N (-1.86968, -1.05289, 0.20602)  0.121
S (1.27292, 1.05860, 1.03047)  0.695

Cartesian forces (eV/Å) of the 3 atoms listed first:
C 1.54 -0.17 3.75
C -0.08 0.35 -3.64
C -0.65 -2.62 -1.27

=====

[8]
This record from the Open Molecules 2025 dataset describes C3H4N2S in the gas phase in a non-equilibrium geometry. The level of theory is ωB97M-V/def2-TZVPD.

Properties
**Total charge**: 0
**Structure (SMILES)**: [H]/N=C(/C)SC#N
**Maximum force**: 4.67 eV Å⁻¹
**Frontier orbital gap**: 8.907 eV
**LUMO level**: -0.70 eV

Last column: Löwdin charge in e.
Positions of all 10 atoms, in Å:
H (0.03456, 2.17489, 0.50707)  0.090
N (0.82266, 1.53484, 0.59173)  0.150
C (0.64154, 0.38641, 0.17516)  -0.544
C (1.48160, -0.72176, -0.02874)  -0.138
S (-1.20020, -0.41182, -0.50429)  0.769
C (-2.90479, -0.09435, -0.32840)  -0.704
N (-4.01412, 0.01281, -0.08377)  0.058
H (1.35775, -1.22401, -1.03375)  0.108
H (1.33307, -1.50893, 0.66711)  0.083
H (2.44793, -0.14808, 0.03787)  0.128

Cartesian forces (eV/Å) of the 3 atoms listed first:
H 0.13 -0.18 0.35
N -0.20 -0.72 -0.78
C -3.52 2.96 0.80

=====

[9]
This record from the Open Molecules 2025 dataset describes 2 unconnected molecules or ions with the total composition C3H4N2S3 in a non-equilibrium geometry. The level of theory is ωB97M-V/def2-TZVPD.

Properties
**Total charge**: 0
**Maximum force**: 2.82 eV Å⁻¹
**Frontier orbital gap**: 7.620 eV
**LUMO level**: -1.48 eV

Last column: Löwdin charge in e.
Positions of all 12 atoms, in Å:
C (-1.31962, -1.05779, 1.57465)  -0.295
C (-2.01097, -0.17339, 0.82926)  -0.375
C (-0.02429, -1.05957, -0.12649)  -0.533
N (-0.20929, -1.51080, 1.04463)  -0.034
N (1.76911, 1.41907, -2.21037)  -0.433
S (-1.27551, -0.02835, -0.75849)  0.943
S (1.61271, 1.93172, 0.65604)  0.158
S (2.64017, 1.71151, -0.92214)  0.308
H (-1.48937, -1.55337, 2.53189)  0.114
H (-2.80433, 0.42237, 1.17563)  0.046
H (0.65587, -1.61542, -0.71280)  0.065
H (2.45554, 1.51403, -3.08180)  0.036

Cartesian forces (eV/Å) of the 3 atoms listed first:
C -1.07 0.02 2.03
C 0.24 -0.04 -0.91
C -0.42 -0.19 -1.71

=====

[10]
This record from the Open Molecules 2025 dataset describes a gas-phase ion, C3H4N3 (charge +1) in a non-equilibrium geometry. The level of theory is ωB97M-V/def2-TZVPD.

Properties
**Total charge**: +1
**Structure (SMILES)**: C=N/N=C/C#[NH+]
**Maximum force**: 7.59 eV Å⁻¹
**Frontier orbital gap**: 8.857 eV
**LUMO level**: -5.56 eV

Last column: Löwdin charge in e.
Positions of all 10 atoms, in Å:
C (-2.30659, -0.20433, -0.40512)  0.184
N (-1.09395, -0.10000, 0.33881)  0.025
N (0.10188, -0.30098, 0.19475)  0.069
C (1.18316, 0.55204, 0.14934)  -0.083
C (2.39562, 0.05882, -0.03126)  -0.071
N (3.46259, -0.36104, -0.24707)  0.340
H (-2.03587, -0.11501, -1.45053)  0.087
H (-3.15608, -0.05899, 0.26842)  0.091
H (1.13278, 1.67690, -0.05890)  0.165
H (4.25237, -1.01311, -0.49808)  0.193

Cartesian forces (eV/Å) of the 3 atoms listed first:
C 6.29 1.15 4.09
N -4.50 -0.04 -2.99
N 2.25 0.57 -0.02